Molecular formula: C5H9ClN3O2
Method: DFT, ωB97M-V/def2-TZVPD

Last column: natural (NBO) charge in e.
Geometry (Å):
H -2.682340 -0.524680 2.533376  0.397
N -2.082951 -0.378385 1.656230  -0.638
C -2.628751 -0.551156 0.566030  0.277
N -1.939892 -0.304844 -0.644509  -0.566
C -0.627022 -0.009711 -0.937208  0.853
N 0.278098 -0.003550 0.007898  -0.580
C 0.798522 0.746783 0.877539  0.693
Cl 0.115533 2.366540 1.120302  0.042
O 1.691349 0.477234 1.748592  -0.431
C 2.304310 -0.822846 1.899187  -0.264
O -0.452099 0.156568 -2.207681  -0.420
C 0.759054 0.730299 -2.720566  -0.269
H -3.708709 -0.761089 0.223384  0.188
H -2.465483 -0.394532 -1.405374  0.409
H 2.465440 -0.663187 2.944198  0.236
H 3.127714 -0.971236 1.229237  0.213
H 1.746733 -1.668709 1.623005  0.211
H 0.605088 1.349425 -3.524695  0.229
H 1.335118 -0.162994 -2.852956  0.212
H 1.360291 1.390069 -2.135989  0.208

Forces on atoms 1 to 6 (eV/Å):
0.9 0.2 -2.0
-0.4 -0.3 3.0
-1.8 0.2 -1.8
4.1 0.5 2.6
-2.3 -0.1 1.7
1.1 -0.7 -1.0

Computed properties:
Total charge   +1
Strongest force on any atom   0.0939 Eh/bohr
SMILES   [H]/N=C/[NH+]=C(\N=C(/Cl)OC)OC
E_LUMO   -3.707 eV
DFT total energy   -970.54869 Ha
HOMO level   -0.5274 Ha
ΔE to the lowest compared entry with this formula, charge and spin   24.4 kcal per mole